(1)
# C7H10

One molecule with the formula C7H10 (the ωB97M-V functional and the def2-TZVPD basis, the Open Molecules 2025 dataset).

Results
* LUMO: 0.1 eV
* electronic energy: -7415.6552 eV
* orbital gap: 8.3727 eV
* relative energy (zero: lowest compared OMol25 entry of this formula, charge and spin): 5.380 eV
* HOMO level: -8.3 eV

The geometry in XYZ format:
```
17
Properties=species:S:1:pos:R:3:mulliken_charge:R:1
C -0.86 -0.82 1.11 -0.667
C 0.68 0.30 -0.82 0.174
C 1.24 -1.01 -1.30 -1.475
C -0.30 -0.26 2.41 -0.426
C -0.10 1.05 1.70 -0.492
C -0.73 0.77 -1.07 -0.885
C -0.27 0.34 0.31 0.577
H -1.41 0.07 -1.56 0.261
H 1.74 -0.90 -2.27 0.397
H -1.96 -0.80 1.18 0.298
H -0.90 1.81 -1.36 0.265
H -0.56 -1.84 0.85 0.354
H 0.71 1.71 2.06 0.382
H -1.01 1.63 1.58 0.280
H 1.96 -1.39 -0.57 0.332
H 0.44 -1.76 -1.41 0.289
H 1.40 1.12 -0.79 0.334
```

=====

(2)
# C7H10

C7H10 as an isolated structure (the ωB97M-V functional and the def2-TZVPD basis, the Open Molecules 2025 dataset).

Results
* LUMO: 1.1 eV
* electronic energy: -7418.9338 eV
* orbital gap: 9.8345 eV
* relative energy (zero: lowest compared OMol25 entry of this formula, charge and spin): 2.101 eV
* HOMO level: -8.8 eV

The geometry in XYZ format:
```
17
Properties=species:S:1:pos:R:3:mulliken_charge:R:1
C 2.02 0.05 0.04 -1.484
C 0.50 -0.02 -0.07 0.775
C -1.43 1.16 0.20 -0.605
C -1.52 -0.35 0.00 -0.333
C -0.51 -0.56 -1.17 -0.590
C -0.12 1.37 0.11 -0.548
C -0.37 -0.87 0.91 -0.693
H -2.23 1.88 0.34 0.421
H -0.35 -0.60 1.97 0.295
H -2.52 -0.81 0.01 0.476
H -0.41 -1.62 -1.45 0.303
H -0.23 -1.95 0.78 0.312
H 2.24 0.95 0.62 0.350
H 2.47 -0.78 0.59 0.333
H 0.47 2.28 0.12 0.379
H -0.65 0.06 -2.06 0.296
H 2.53 0.16 -0.92 0.311
```

=====

(3)
# C7H10

An isolated ion of composition C7H10 and charge +1 (the ωB97M-V functional and the def2-TZVPD basis, the Open Molecules 2025 dataset).

Results
* charge: +1
* LUMO (spin up / spin down): -5.3 / -8.0 eV
* electronic energy: -7410.7582 eV
* spin multiplicity: 2
* expectation value of S²: 0.78
* orbital gap (spin up / spin down): 9.1392 / 6.0085 eV
* relative energy (zero: lowest compared OMol25 entry of this formula, charge and spin): 0.742 eV
* HOMO level (spin up / spin down): -14.5 / -14.1 eV

The geometry in XYZ format:
```
17
Properties=species:S:1:pos:R:3:mulliken_charge:R:1
C -2.11 -0.34 1.64 -0.818
C -0.83 -0.15 1.23 -0.052
C 1.85 -0.72 -1.08 -0.907
C 1.03 0.08 -0.38 0.644
C 1.34 1.51 -0.04 -1.275
C -1.15 -0.77 -1.14 -0.871
C -0.33 -0.38 -0.09 1.016
H -2.36 -0.23 2.69 0.283
H 2.84 -0.40 -1.36 0.325
H 1.47 -1.67 -1.42 0.317
H 1.15 2.10 -0.94 0.329
H 0.68 1.92 0.72 0.408
H -2.20 -0.98 -0.97 0.243
H -2.85 -0.78 0.99 0.209
H 2.35 1.66 0.33 0.380
H -0.09 0.16 1.95 0.413
H -0.80 -1.01 -2.13 0.357
```

=====

(4)
# C7H10

An isolated ion of composition C7H10 and charge +1 (the ωB97M-V functional and the def2-TZVPD basis, the Open Molecules 2025 dataset).

Results
* charge: +1
* LUMO (spin up / spin down): -4.7 / -8.3 eV
* electronic energy: -7409.6904 eV
* spin multiplicity: 2
* expectation value of S²: 0.78
* orbital gap (spin up / spin down): 9.6984 / 6.1346 eV
* relative energy (zero: lowest compared OMol25 entry of this formula, charge and spin): 1.809 eV
* HOMO level (spin up / spin down): -14.4 / -14.4 eV

The geometry in XYZ format:
```
17
Properties=species:S:1:pos:R:3:mulliken_charge:R:1
C 0.20 -2.35 1.67 -1.158
C 0.40 1.71 -0.32 -0.344
C 0.00 0.46 -1.09 0.574
C 0.17 -0.94 1.02 -0.017
C 0.14 -0.79 -0.35 -0.085
C -0.48 2.64 0.11 -0.582
C -0.37 0.61 -2.33 -0.835
H 1.58 1.81 -0.23 0.290
H -0.14 3.39 0.74 0.383
H -0.47 -0.20 -2.99 0.358
H 0.27 -1.75 -0.91 0.291
H -0.29 1.57 -2.81 0.353
H 0.72 -2.36 2.69 0.336
H -0.88 -2.57 1.75 0.342
H 0.64 -3.20 1.09 0.357
H -1.60 2.21 0.17 0.240
H 0.10 -0.24 1.79 0.496
```

=====

(5)
# C7H10BN

One molecule with the formula C7H10BN (the ωB97M-V functional and the def2-TZVPD basis, the Open Molecules 2025 dataset).

Results
* LUMO: 0.9 eV
* SMILES string: BN(C)c1ccccc1
* electronic energy: -9587.3209 eV
* orbital gap: 10.3794 eV
* relative energy (zero: lowest compared OMol25 entry of this formula, charge and spin): 0.000 eV
* HOMO level: -9.5 eV

The geometry in XYZ format:
```
19
Properties=species:S:1:pos:R:3:mulliken_charge:R:1
N 0.70 -0.77 -1.25 -0.145
C -1.91 0.35 1.39 -0.482
C -1.29 -0.24 0.31 -0.369
C 0.20 1.28 2.08 -0.367
C -1.16 1.12 2.27 -0.492
C 0.84 0.68 1.00 -0.431
C 0.07 -0.07 0.14 0.227
C 0.36 -0.02 -2.43 -0.822
B 1.51 -1.87 -1.10 0.322
H -2.97 0.23 1.54 0.363
H 1.69 -2.28 -0.01 -0.096
H -1.65 1.60 3.11 0.381
H -0.72 0.12 -2.51 0.281
H 0.84 0.97 -2.42 0.269
H 0.77 1.89 2.77 0.364
H -1.86 -0.83 -0.40 0.408
H 1.90 0.80 0.84 0.406
H 0.71 -0.57 -3.30 0.315
H 1.97 -2.37 -2.05 -0.131
```

=====

(6)
# C7H10BrClN

An isolated ion of composition C7H10BrClN and charge +1 (the ωB97M-V functional and the def2-TZVPD basis, the Open Molecules 2025 dataset).

Results
* charge: +1
* LUMO: -5.0 eV
* SMILES string: CC[N+](/C=C\C=C\Cl)=C\Br
* electronic energy: -91466.2579 eV
* orbital gap: 7.5992 eV
* relative energy (zero: lowest compared OMol25 entry of this formula, charge and spin): 0.055 eV
* HOMO level: -12.6 eV

The geometry in XYZ format:
```
20
Properties=species:S:1:pos:R:3:mulliken_charge:R:1
Br 0.99 -3.19 -0.35 -0.014
Cl 4.81 0.57 0.47 -0.083
N -0.18 -0.53 -0.44 0.067
C -0.01 0.79 -0.99 -0.569
C -1.90 -0.13 1.43 -1.363
C 2.17 1.02 0.09 -0.690
C 3.51 1.20 -0.29 -0.259
C -1.35 -1.05 0.28 -0.241
C 1.17 1.46 -0.80 -0.041
C 0.87 -1.29 -0.63 0.003
H 1.37 2.46 -1.24 0.380
H 1.78 -0.87 -1.12 0.443
H 1.81 0.29 0.75 0.692
H 3.83 1.82 -1.10 0.346
H -2.21 -1.29 -0.37 0.312
H -2.75 -0.51 1.90 0.390
H -0.97 -1.91 0.64 0.176
H -2.04 0.82 1.10 0.459
H -1.16 0.12 2.15 0.406
H -0.86 1.13 -1.45 0.587
```

=====

(7)
# C7H10BrLaN

C7H10BrLaN as an isolated structure (the ωB97M-V functional and the def2-TZVPD basis, the Open Molecules 2025 dataset).

Results
* charge: -1
* LUMO (spin up / spin down): 2.8 / 2.9 eV
* electronic energy: -79810.0962 eV
* orbital gap (spin up / spin down): 6.3930 / 5.4371 eV
* relative energy (zero: lowest compared OMol25 entry of this formula, charge and spin): 3.686 eV
* HOMO level (spin up / spin down): -3.6 / -2.5 eV

The geometry in XYZ format:
```
20
Properties=species:S:1:pos:R:3:mulliken_charge:R:1
La -0.43 -0.38 0.85 1.167
Br 0.32 -0.68 3.44 -0.697
N -4.02 -0.36 0.06 -0.567
C -0.18 2.38 0.40 -0.632
C 0.55 -2.36 0.44 -0.536
C -1.17 1.81 -0.46 -0.556
C -0.49 1.02 -1.45 -0.796
C 1.88 -2.12 0.05 -0.769
C 0.92 1.12 -1.19 -0.445
C 1.11 1.96 -0.06 -0.346
H 2.07 2.35 0.28 0.379
H -0.36 3.08 1.22 0.420
H -0.27 -2.60 -0.28 0.291
H 1.71 0.74 -1.84 0.469
H -0.95 0.42 -2.23 0.448
H 0.26 -2.52 1.51 0.219
H -2.25 1.87 -0.33 0.565
H 2.09 -1.81 -1.00 0.204
H 2.74 -2.60 0.56 0.210
H -3.53 -1.29 0.03 -0.029
```

=====

(8)
# C7H10ClF8O2PbS

C7H10ClF8O2PbS as an isolated structure (the ωB97M-V functional and the def2-TZVPD basis, the Open Molecules 2025 dataset).

Results
* charge: +1
* LUMO: -8.7 eV
* electronic energy: -61846.2245 eV
* orbital gap: 2.3861 eV
* relative energy (zero: lowest compared OMol25 entry of this formula, charge and spin): 7.094 eV
* HOMO level: -11.1 eV

The geometry in XYZ format:
```
30
Properties=species:S:1:pos:R:3:mulliken_charge:R:1
Pb -20.10 14.26 -2.59 1.260
Cl -23.82 11.00 -4.04 -0.267
S -24.07 17.45 -6.98 0.471
F -16.57 2.59 -6.15 -0.269
F -21.61 4.11 -6.78 -0.252
F -18.98 5.11 -7.24 -0.310
F -21.06 3.94 -4.60 -0.224
F -14.94 3.61 -5.14 -0.311
F -19.04 3.02 -6.62 -0.259
F -15.92 1.60 -3.54 -0.273
F -17.90 2.46 -3.48 -0.224
O -18.51 4.69 -5.06 -0.335
O -22.80 16.57 -6.86 -0.639
C -16.28 3.36 -5.10 1.073
C -17.09 4.68 -5.18 -1.068
C -20.80 4.56 -5.76 0.173
C -25.40 16.46 -7.82 -0.888
C -16.66 2.72 -3.81 0.056
C -23.81 18.90 -8.20 -0.812
C -19.28 4.29 -6.18 0.894
H -23.69 19.78 -7.57 0.299
H -22.90 18.87 -8.80 0.310
H -16.51 3.52 -3.09 0.266
H -21.03 5.61 -5.60 0.229
H -24.97 16.07 -8.75 0.303
H -16.82 5.21 -6.10 0.416
H -16.86 5.44 -4.44 0.420
H -26.30 17.03 -8.00 0.339
H -24.72 19.09 -8.77 0.296
H -25.75 15.57 -7.29 0.328
```

=====

(9)
# C7H10ClFeNO4

C7H10ClFeNO4 as an isolated structure (the ωB97M-V functional and the def2-TZVPD basis, the Open Molecules 2025 dataset).

Results
* charge: -1
* LUMO (spin up / spin down): 3.3 / 2.5 eV
* electronic energy: -64000.4001 eV
* spin multiplicity: 6
* expectation value of S²: 8.78
* orbital gap (spin up / spin down): 6.2988 / 7.8055 eV
* relative energy (zero: lowest compared OMol25 entry of this formula, charge and spin): 0.000 eV
* HOMO level (spin up / spin down): -3.0 / -5.3 eV

The geometry in XYZ format:
```
24
Properties=species:S:1:pos:R:3:mulliken_charge:R:1
Fe 0.62 -0.21 -0.12 0.039
Cl -3.75 0.85 0.70 1.623
O -2.43 0.16 0.47 -0.663
O -4.79 -0.16 0.73 -0.650
O -3.67 1.55 1.97 -0.666
O -3.95 1.79 -0.39 -0.658
N 0.34 1.55 -0.14 -0.339
C 2.15 -1.54 0.06 -0.561
C 0.24 -1.52 1.42 -0.262
C 0.90 -2.21 0.32 -0.392
C 0.46 0.11 -1.99 -0.693
C 1.11 -0.44 1.83 -0.527
C 2.27 -0.44 0.97 -0.309
C 0.12 1.56 -1.57 -0.460
H 0.94 0.22 2.68 0.472
H -0.34 -0.39 -2.55 0.314
H 3.13 0.22 1.05 0.430
H -0.66 -1.83 1.92 0.426
H -0.22 2.26 0.33 0.185
H 0.82 2.27 -2.06 0.288
H 1.47 0.03 -2.42 0.220
H -0.92 1.85 -1.84 0.268
H 2.89 -1.82 -0.70 0.460
H 0.55 -3.12 -0.17 0.456
```

=====

(10)
# C7H10ClN2O7S2

C7H10ClN2O7S2 as an isolated structure (the ωB97M-V functional and the def2-TZVPD basis, the Open Molecules 2025 dataset).

Results
* charge: -1
* LUMO: 3.0 eV
* electronic energy: -58925.2893 eV
* orbital gap: 9.2576 eV
* HOMO level: -6.3 eV

The geometry in XYZ format:
```
29
Properties=species:S:1:pos:R:3:mulliken_charge:R:1
Cl 5.00 3.40 0.39 -0.213
S 2.38 0.13 0.39 1.288
S 0.94 2.29 -0.57 1.153
O 2.10 3.14 -0.38 -0.622
O 2.54 -1.27 0.06 -0.738
O -1.35 2.04 0.73 -0.241
O 2.14 0.49 1.77 -0.674
O 4.91 1.47 2.09 -0.444
O 0.06 2.56 -1.68 -0.688
O -1.47 0.83 1.49 -0.364
N -3.38 -1.77 -0.35 0.107
N 1.32 0.74 -0.61 -0.568
C 4.00 0.85 -0.04 -0.976
C -2.35 -2.65 -0.56 -0.239
C -4.28 -3.58 -1.26 -0.337
C -0.04 2.53 0.92 -0.502
C -2.88 -3.78 -1.12 -0.639
C -4.55 -2.32 -0.78 -0.554
C 4.62 1.76 0.98 0.675
H -5.00 -4.27 -1.66 0.379
H 4.66 -0.03 -0.09 0.421
H 3.93 1.33 -1.01 0.422
H 0.45 2.02 1.75 0.364
H -0.06 3.61 1.09 0.370
H -3.29 -0.85 0.04 0.162
H -2.32 -4.66 -1.40 0.379
H -5.48 -1.78 -0.70 0.358
H -1.34 -2.40 -0.30 0.407
H -1.26 0.17 0.81 0.314
```

=====

(11)
# C7H10ClN2S3

An isolated ion of composition C7H10ClN2S3 and charge +1 (the ωB97M-V functional and the def2-TZVPD basis, the Open Molecules 2025 dataset).

Results
* charge: +1
* LUMO: -5.7 eV
* electronic energy: -55420.1833 eV
* orbital gap: 5.8637 eV
* HOMO level: -11.5 eV

The geometry in XYZ format:
```
23
Properties=species:S:1:pos:R:3:mulliken_charge:R:1
Cl -5.06 -1.47 -1.55 0.001
S 0.33 1.19 1.95 -0.080
S -4.09 -0.25 -0.30 0.286
S 2.46 -0.50 3.07 -0.152
N 3.05 0.73 -1.47 -0.607
N 2.38 0.09 0.50 0.172
C 2.91 -1.02 -0.10 -0.152
C 3.32 -0.58 -1.30 -0.508
C -0.84 0.04 1.15 -0.922
C 1.83 0.21 1.78 0.053
C 2.48 1.14 -0.38 -0.117
C -1.57 0.73 -0.01 -0.609
C -2.37 -0.32 -0.81 -0.665
H 2.95 -1.99 0.35 0.414
H -1.53 -0.35 1.91 0.490
H -0.30 -0.80 0.74 0.457
H 2.13 2.13 -0.17 0.466
H -2.04 -1.32 -0.56 0.512
H -2.23 1.48 0.43 0.437
H 3.80 -1.20 -2.04 0.412
H -4.47 1.01 -0.66 0.291
H -2.26 -0.19 -1.88 0.505
H -0.88 1.25 -0.65 0.317
```

=====

(12)
# C7H10ClNO2

One molecule with the formula C7H10ClNO2 (the ωB97M-V functional and the def2-TZVPD basis, the Open Molecules 2025 dataset).

Results
* LUMO: 0.0 eV
* SMILES string: O=C([O-])[C@@]1(Cl)CC[C@H]2CC[N@H+]21
* electronic energy: -25526.4713 eV
* orbital gap: 8.3495 eV
* relative energy (zero: lowest compared OMol25 entry of this formula, charge and spin): 1.293 eV
* HOMO level: -8.3 eV

The geometry in XYZ format:
```
21
Properties=species:S:1:pos:R:3:mulliken_charge:R:1
Cl 2.10 1.77 0.36 -0.189
O 2.70 -1.09 -1.44 -0.635
O 2.57 -1.51 0.79 -0.635
N 0.21 -0.08 0.89 0.035
C 2.37 -1.00 -0.28 0.457
C -1.86 -0.72 0.47 -0.636
C -0.51 -1.31 0.92 -0.534
C -1.15 0.62 0.54 -0.004
C 0.40 0.70 -1.37 -0.851
C -0.79 1.35 -0.78 -0.789
C 1.18 0.27 -0.15 0.273
H -1.60 1.53 -1.52 0.403
H -2.76 -0.79 1.10 0.313
H 1.12 1.30 -1.85 0.536
H 0.13 -0.18 -2.04 0.179
H 0.45 0.32 1.79 0.484
H -0.42 2.39 -0.45 0.296
H -0.11 -2.05 0.25 0.267
H -1.99 -1.04 -0.55 0.268
H -1.57 1.29 1.27 0.453
H -0.48 -1.76 2.04 0.312
```

=====

(13)
# C7H10ClNTl

C7H10ClNTl as an isolated structure (the ωB97M-V functional and the def2-TZVPD basis, the Open Molecules 2025 dataset).

Results
* charge: -1
* LUMO (spin up / spin down): 3.0 / 3.0 eV
* electronic energy: -26121.1266 eV
* orbital gap (spin up / spin down): 4.8575 / 6.4187 eV
* relative energy (zero: lowest compared OMol25 entry of this formula, charge and spin): 0.722 eV
* HOMO level (spin up / spin down): -1.8 / -3.5 eV

The geometry in XYZ format:
```
20
Properties=species:S:1:pos:R:3:mulliken_charge:R:1
Tl 0.19 -0.03 0.68 0.849
Cl 0.55 0.32 3.06 -0.575
N -1.57 -0.80 1.40 -0.456
C 0.52 0.85 -1.62 -0.662
C 0.97 -2.02 -0.27 -0.658
C 0.33 2.35 0.14 -0.549
C -0.87 1.07 -1.37 -0.452
C -0.04 -2.52 0.53 -0.594
C -0.99 1.99 -0.28 -0.348
C 1.27 1.63 -0.68 -0.586
H -1.94 2.30 0.21 0.357
H 2.36 1.67 -0.59 0.411
H -0.97 -2.90 0.08 0.214
H 1.96 -1.79 0.14 0.276
H 0.84 -1.95 -1.36 0.272
H -1.71 0.54 -1.87 0.260
H 0.58 2.99 1.00 0.397
H 0.95 0.17 -2.38 0.580
H 0.13 -2.73 1.58 0.307
H -2.56 -1.16 1.58 -0.044
```

=====

Respective largest force on an atom values: 1.30 0.31 1.28 6.89 5.01 4.59 3.72 3.73 5.34 0.42 2.19 5.33 3.89 eV Å⁻¹.